1.
{"formula": "C27H36AsCdGeN8O6S", "method": "ωB97M-V with the def2-TZVPD basis set", "total_charge": -1, "spin_multiplicity": 1, "orbital_gap_ev": 7.1, "largest_force_ev_per_a": 0.61, "homo_energy_ev": -5.435, "species": ["Cd", "C", "N", "C", "N", "C", "N", "C", "C", "C", "C", "C", "C", "C", "N", "N", "C", "O", "C", "C", "C", "C", "C", "C", "N", "C", "N", "C", "N", "C", "H", "H", "H", "H", "H", "H", "H", "H", "H", "H", "H", "H", "H", "H", "H", "H", "O", "S", "O", "O", "O", "C", "As", "C", "C", "O", "H", "H", "H", "H", "H", "H", "H", "H", "H", "C", "Ge", "C", "C", "C", "H", "H", "H", "H", "H", "H", "H", "H", "H", "H", "H"], "coordinates": [[-1.4463, 1.5989, -1.1598], [-3.3663, -3.2673, 1.0934], [-2.8495, -1.9185, 1.1569], [-1.8724, -1.3659, 0.4345], [-1.6449, -0.1331, 0.8512], [-2.5607, 0.0227, 1.8440], [-3.3033, -1.0319, 2.0755], [-2.6771, -4.2351, 2.0454], [-3.4041, -5.2585, 2.6410], [-2.7989, -6.1487, 3.5188], [-1.4627, -6.0127, 3.8428], [-0.7301, -4.9783, 3.2686], [-1.3300, -4.1074, 2.3619], [0.6581, -4.7562, 3.6682], [1.3472, -5.3201, 4.6014], [2.5859, -4.6824, 4.6178], [2.5323, -3.7725, 3.7089], [1.3484, -3.7704, 3.0531], [3.5095, -2.7580, 3.3313], [4.5719, -2.4450, 4.1696], [5.4442, -1.4313, 3.7976], [5.2487, -0.7381, 2.6110], [4.1877, -1.0605, 1.7691], [3.9961, -0.2902, 0.4835], [3.0260, -0.8958, -0.4008], [1.6868, -0.9626, -0.2982], [1.1917, -1.7154, -1.2561], [2.3008, -2.0920, -1.9407], [3.4346, -1.6269, -1.4623], [3.3305, -2.0773, 2.1349], [-3.2660, -3.5858, 0.0546], [-4.4271, -3.2196, 1.3313], [-1.3888, -1.8620, -0.3920], [-2.6831, 0.9403, 2.3957], [-4.4599, -5.3585, 2.4180], [-3.3836, -6.9398, 3.9696], [-0.9824, -6.6763, 4.5489], [-0.7484, -3.3031, 1.9351], [4.6964, -2.9842, 5.0987], [6.2763, -1.1743, 4.4398], [5.9282, 0.0604, 2.3350], [4.9331, -0.2670, -0.0703], [3.7021, 0.7407, 0.6905], [1.1234, -0.4413, 0.4623], [2.2700, -2.7188, -2.8168], [2.5098, -2.3602, 1.4906], [-3.2127, -1.0835, -1.8306], [-3.3866, 0.1902, -2.5329], [-4.4411, 0.1658, -3.5316], [-2.0544, 0.5745, -3.1757], [-3.6089, 1.2989, -1.5216], [-1.2237, 4.6532, -5.3128], [-1.6389, 3.0510, -4.2808], [-3.2645, 2.5131, -5.1531], [-0.1515, 1.9291, -4.7729], [-1.6468, 3.5483, -2.7013], [-1.1609, 4.4332, -6.3797], [-0.2804, 5.0736, -4.9673], [-2.0160, 5.3809, -5.1400], [-2.9815, 2.1865, -6.1548], [-3.8921, 3.4010, -5.2222], [-3.7748, 1.7143, -4.6161], [-0.1826, 1.7500, -5.8478], [-0.1996, 0.9885, -4.2321], [0.7521, 2.4825, -4.5167], [1.4053, 4.6818, 1.4036], [0.3670, 4.2914, -0.2366], [1.1437, 5.3730, -1.6822], [-1.4514, 4.9580, 0.1232], [0.5004, 2.3964, -0.6387], [1.3883, 5.7483, 1.6383], [2.4455, 4.3683, 1.2929], [0.9767, 4.1409, 2.2503], [1.0714, 6.4404, -1.4647], [0.5862, 5.1645, -2.5956], [2.1941, 5.1178, -1.8371], [-1.5408, 5.3068, 1.1541], [-2.1996, 4.1853, -0.0550], [-1.6870, 5.7825, -0.5504], [1.0049, 1.8815, 0.1801], [1.1057, 2.2921, -1.5457]], "forces_ev_per_a": [[0.326, 0.508, -0.095], [0.097, 0.033, -0.013], [0.147, -0.055, 0.139], [-0.033, -0.050, -0.067], [-0.024, -0.082, -0.056], [-0.018, -0.042, 0.011], [-0.026, -0.051, 0.100], [0.009, 0.176, 0.020], [-0.022, -0.019, -0.104], [-0.062, -0.021, -0.007], [0.072, 0.029, 0.032], [-0.041, 0.045, -0.075], [-0.092, -0.037, 0.075], [-0.001, -0.033, 0.120], [0.032, -0.072, -0.087], [-0.130, 0.059, 0.041], [0.032, -0.103, 0.021], [-0.032, 0.081, -0.027], [0.090, -0.041, 0.120], [0.035, 0.041, -0.034], [-0.054, -0.026, -0.034], [-0.007, -0.040, 0.052], [0.166, 0.093, 0.039], [-0.028, -0.012, -0.104], [-0.046, 0.097, -0.115], [0.024, 0.175, -0.017], [-0.029, -0.011, 0.047], [0.020, -0.010, -0.014], [-0.026, -0.093, 0.040], [-0.106, -0.072, -0.063], [-0.006, -0.065, 0.007], [-0.009, 0.019, -0.057], [0.051, 0.030, 0.015], [-0.002, -0.002, 0.010], [-0.009, 0.004, 0.008], [-0.007, -0.004, -0.003], [-0.001, -0.006, -0.002], [0.013, 0.065, -0.038], [0.003, 0.002, 0.004], [-0.004, 0.003, 0.005], [0.006, -0.007, -0.001], [-0.022, 0.055, -0.031], [-0.069, -0.012, 0.018], [-0.044, 0.001, -0.036], [-0.002, 0.006, 0.002], [0.024, 0.011, 0.042], [-0.158, -0.027, -0.129], [0.121, -0.333, 0.045], [-0.101, 0.038, 0.039], [-0.213, -0.209, 0.174], [0.021, -0.206, 0.140], [-0.030, -0.011, 0.042], [0.130, 0.291, -0.366], [0.064, 0.063, 0.118], [0.037, -0.031, 0.063], [-0.049, -0.158, 0.073], [0.001, -0.019, 0.011], [0.016, -0.015, 0.004], [0.009, 0.007, 0.000], [-0.038, -0.015, -0.016], [-0.023, 0.010, -0.017], [0.022, 0.030, -0.071], [0.009, 0.012, -0.012], [-0.022, 0.054, -0.036], [0.031, -0.009, -0.028], [0.001, -0.006, -0.008], [0.030, 0.024, 0.011], [-0.013, -0.021, -0.007], [-0.002, -0.035, -0.007], [-0.080, 0.069, -0.013], [0.002, 0.001, 0.004], [0.005, 0.008, -0.009], [0.005, -0.002, 0.008], [0.005, 0.003, 0.009], [-0.006, 0.001, -0.005], [-0.004, 0.003, -0.003], [-0.004, 0.003, 0.003], [-0.002, 0.006, 0.000], [0.009, 0.008, 0.003], [-0.007, -0.045, 0.042], [0.036, -0.056, 0.054]]}

---

2.
{"formula": "C27H36BrN5O", "method": "ωB97M-V with the def2-TZVPD basis set", "total_charge": 4, "spin_multiplicity": 1, "orbital_gap_ev": 6.3, "largest_force_ev_per_a": 4.64, "homo_energy_ev": -17.214, "species": ["Br", "C", "C", "O", "N", "H", "H", "C", "H", "H", "H", "H", "H", "H", "C", "N", "C", "C", "C", "C", "C", "C", "C", "C", "N", "C", "C", "C", "H", "H", "H", "H", "H", "H", "H", "H", "H", "H", "H", "H", "H", "H", "C", "N", "C", "C", "C", "C", "C", "C", "C", "C", "N", "C", "C", "C", "H", "H", "H", "H", "H", "H", "H", "H", "H", "H", "H", "H", "H", "H"], "coordinates": [[0.5153, -1.4103, -2.5860], [2.2910, -1.2865, -6.4625], [1.2164, -2.2947, -6.4311], [1.4413, -3.4639, -6.6608], [-0.1831, -1.9328, -5.8683], [-0.6609, -2.7549, -5.5279], [-0.0770, -1.2720, -5.1118], [-1.1668, -1.5154, -6.9860], [3.0418, -1.5553, -7.2055], [2.7694, -1.3097, -5.4833], [2.0306, -0.2333, -6.5680], [-1.0796, -2.2846, -7.7533], [-0.6434, -0.7091, -7.4998], [-2.1978, -1.4324, -6.6421], [4.1856, 3.8990, -2.5038], [2.8135, 3.5181, -2.0528], [2.1633, 4.3726, -1.1736], [0.7668, 3.9655, -0.8114], [0.1433, 2.8921, -1.4925], [0.8818, 2.2140, -2.4502], [2.2247, 2.5217, -2.6948], [-1.2472, 2.5044, -1.1473], [-2.2973, 3.3373, -1.5839], [-3.6138, 2.8812, -1.4571], [-3.8606, 1.7288, -0.8435], [-2.9182, 0.9412, -0.3310], [-1.6014, 1.3429, -0.4946], [-5.2122, 1.4675, -0.3668], [4.7835, 4.0811, -1.6108], [3.9977, 4.8643, -2.9740], [4.7233, 3.1687, -3.1083], [2.7146, 5.2321, -0.8220], [0.1109, 4.5871, -0.2200], [0.3681, 1.4553, -3.0219], [2.8523, 1.9512, -3.3635], [-2.0520, 4.2757, -2.0590], [-4.3518, 3.4853, -1.9637], [-3.2063, 0.2957, 0.4856], [-0.8480, 0.7434, -0.0054], [-5.9438, 1.7493, -1.1241], [-5.3590, 2.2075, 0.4200], [-5.4152, 0.4234, -0.1286], [-1.9024, -3.5281, 8.8457], [-1.3321, -3.1353, 7.4976], [-2.1069, -2.7618, 6.3855], [-1.4468, -2.3477, 5.1667], [-0.0963, -2.2339, 5.0515], [0.6097, -2.5232, 6.2243], [0.0365, -2.9318, 7.4275], [0.6094, -1.7074, 3.8549], [1.5627, -0.6642, 3.9051], [2.1786, -0.1224, 2.7657], [1.8790, -0.6722, 1.5002], [0.9939, -1.6242, 1.4010], [0.3723, -2.1967, 2.5574], [2.5319, -0.1354, 0.2834], [-2.9368, -3.7937, 8.6278], [-1.6843, -2.6564, 9.4626], [-1.3943, -4.4779, 9.0126], [-3.1299, -3.1054, 6.3419], [-1.9862, -2.2246, 4.2392], [1.6786, -2.3722, 6.2574], [0.5612, -3.1093, 8.3547], [1.7718, -0.3538, 4.9182], [2.8682, 0.7050, 2.8445], [0.6857, -1.9506, 0.4188], [-0.4150, -2.9241, 2.4259], [1.9426, 0.7431, 0.0209], [2.5176, -0.8028, -0.5782], [3.5318, 0.2554, 0.4725]], "forces_ev_per_a": [[-0.069, 0.461, 0.059], [0.265, 1.270, 0.221], [0.745, -3.526, 0.075], [-1.383, 2.569, 0.356], [-0.710, -0.273, -1.932], [0.672, -0.726, 0.760], [-0.104, 0.441, 0.716], [2.039, -0.202, -0.725], [-0.225, -0.120, 0.029], [0.084, -0.351, 0.198], [-0.467, -0.104, -0.339], [-0.349, -0.463, 0.333], [-0.942, 0.761, 0.316], [0.419, 0.453, 0.093], [-0.001, 1.112, 1.073], [0.144, 1.517, 0.703], [-3.310, -3.233, -0.350], [2.610, 0.971, -1.843], [1.710, 0.828, 1.119], [0.079, -0.247, -0.375], [-1.559, -0.687, 0.434], [-1.146, 0.841, -1.034], [0.131, -1.183, 0.197], [2.057, 1.168, -1.113], [-0.959, -0.533, 0.483], [1.519, 1.851, 0.626], [0.438, -1.157, 0.544], [-1.644, 0.793, -0.567], [0.015, -0.005, -0.031], [0.663, -0.183, -0.481], [-0.661, 0.007, -0.139], [-0.127, -0.002, 0.171], [0.529, 0.239, 0.495], [0.393, -0.391, -0.034], [-0.174, 0.009, -0.149], [-0.354, 0.071, -0.138], [-0.767, -0.367, 0.504], [-0.146, -0.664, -0.616], [0.147, -0.161, -0.251], [0.149, -0.061, -0.234], [-0.252, -0.608, 0.477], [0.436, 0.246, 0.276], [0.181, -0.490, -2.264], [0.258, 2.051, -2.408], [2.924, -1.451, -0.353], [-1.951, -0.891, 0.857], [1.085, 0.223, 1.743], [0.896, 0.151, 1.053], [-2.003, -0.031, -1.197], [0.545, -0.139, -2.529], [0.095, -0.098, -0.226], [-1.248, -1.797, 0.050], [1.617, 1.543, 1.923], [-1.759, -1.834, 1.528], [-0.233, 1.083, 0.022], [-0.224, 1.237, -0.163], [-0.118, 0.505, 0.646], [-0.405, -0.616, 0.533], [0.098, 0.315, 0.943], [-0.231, 0.486, 0.443], [-0.787, 0.175, 0.338], [0.179, -0.149, -0.044], [0.300, -0.044, -0.136], [0.491, 0.805, -0.213], [0.142, -0.133, -0.302], [0.291, -0.122, -0.346], [0.212, -0.301, -0.337], [-0.106, 0.019, -0.258], [-0.164, -0.332, 0.399], [0.023, -0.525, 0.391]]}